Entry A
Formula: C9H16N3O
Source: the Open Molecules 2025 dataset
Level of theory: ωB97M-V/def2-TZVPD

```
29
Properties=species:S:1:pos:R:3:lowdin_charge:R:1
C 0.172 2.336 -2.210 -0.0129
C -0.592 1.230 -1.958 0.0233
C 0.774 3.003 -1.138 -0.0152
C 0.603 2.496 0.118 -0.0157
C -0.773 0.745 -0.637 -0.2809
C 0.205 -2.685 -0.959 -0.0714
C -0.130 0.897 1.734 -0.0956
C -1.022 -2.810 -0.067 -0.3238
C 1.275 0.423 2.128 -0.2207
N -0.129 1.393 0.368 0.0113
N -1.197 -1.686 0.771 0.1042
N -1.685 -0.201 -0.401 0.1681
O 1.760 -0.409 1.100 -0.0568
H 0.319 2.686 -3.219 0.1264
H -1.078 0.704 -2.764 0.1243
H 1.363 3.891 -1.288 0.1213
H 1.057 2.966 0.978 0.1451
H 1.047 -2.332 -0.371 0.0626
H 0.446 -3.646 -1.401 0.0823
H 0.030 -1.976 -1.761 0.0622
H -0.811 0.053 1.784 0.0866
H -0.451 1.692 2.410 0.1450
H -1.915 -3.097 -0.643 0.1215
H -0.849 -3.622 0.660 0.1461
H 1.201 -0.120 3.077 0.1325
H 1.950 1.279 2.272 0.1184
H -2.099 -1.718 1.247 0.1038
H -2.049 -0.669 -1.219 0.1010
H 2.579 -0.823 1.389 0.1068
```

Calculated values
* total charge: +1
* HOMO-LUMO gap (spin up / spin down): 8.3 / 8.3 eV
* E_HOMO (spin up / spin down): -12.63 / -12.63 eV



Entry B
Formula: C9H16N3O
Source: the Open Molecules 2025 dataset
Level of theory: ωB97M-V/def2-TZVPD

```
29
Properties=species:S:1:pos:R:3:lowdin_charge:R:1
C 1.978 1.429 1.189 -0.0895
C 0.065 0.242 0.916 -0.1357
C 0.921 0.108 -0.068 -0.1568
C -1.373 -0.322 0.892 -0.0349
C 0.734 1.087 1.926 -0.2405
C -1.574 -0.538 -0.550 -0.3820
C 0.719 -0.803 -1.400 -0.4072
C -0.163 2.354 2.178 0.0120
C 2.027 -1.678 -1.473 0.0119
N 2.160 0.771 0.134 0.1474
N -2.848 -1.062 -1.049 0.0744
N -0.649 -1.518 -1.147 0.1838
O 0.449 -0.091 -2.569 0.0333
H 2.595 2.191 1.644 0.1390
H -1.450 -1.108 1.540 0.1017
H -2.205 0.382 1.230 0.1635
H 0.842 0.660 2.883 0.1470
H -1.376 0.397 -0.975 0.1382
H 0.361 3.213 1.798 0.0809
H -0.220 2.363 3.241 0.0777
H -1.104 2.257 1.659 0.0696
H 2.084 -2.273 -2.449 0.1147
H 2.229 -2.220 -0.553 0.0837
H 2.809 -0.784 -1.509 0.1260
H -2.999 -0.645 -1.988 0.1110
H -3.670 -0.875 -0.432 0.1138
H -0.449 -2.250 -0.513 0.1676
H -0.970 -1.966 -2.021 0.1972
H 1.075 0.679 -2.537 0.1522
```

Calculated values
* SMILES: C[C@@H]1C=NC2=C1C[C@H](N)[NH2+][C@@]2(C)O
* total charge: +1
* HOMO-LUMO gap: 10.3 eV
* E_HOMO: -13.02 eV



Which of them is most stable, and which least? Most stable: entry B; least stable: entry A.



Entry A
Formula: H10O5Tl
Source: the Open Molecules 2025 dataset
Level of theory: ωB97M-V/def2-TZVPD

```
16
Properties=species:S:1:pos:R:3:lowdin_charge:R:1
Tl -22.065 3.856 -19.862 0.9827
O -22.389 7.734 -22.463 0.2092
H -21.554 8.187 -22.577 0.1015
H -23.016 8.257 -22.962 0.1119
O -25.871 1.370 -19.763 0.1975
H -26.163 0.509 -20.063 0.1048
H -26.677 1.826 -19.523 0.1069
O -18.241 6.546 -20.087 0.1939
H -17.555 6.181 -19.528 0.1021
H -17.790 7.195 -20.628 0.1055
O -22.006 -0.138 -22.353 0.1918
H -22.696 -0.708 -22.694 0.1048
H -21.204 -0.460 -22.765 0.1019
O -18.146 1.436 -19.419 0.1817
H -18.020 0.730 -18.785 0.1045
H -17.615 1.179 -20.173 0.0993
```

Calculated values
* total charge: +3
* HOMO-LUMO gap: 1.8 eV
* E_HOMO: -21.10 eV



Entry B
Formula: H10O5Tl
Source: the Open Molecules 2025 dataset
Level of theory: ωB97M-V/def2-TZVPD

```
16
Properties=species:S:1:pos:R:3:lowdin_charge:R:1
Tl -0.669 0.542 0.893 1.8036
O 0.751 -1.745 -0.161 -0.0159
H 1.697 -1.998 -0.252 0.1286
H 0.314 -2.177 -0.916 0.0891
O 1.414 0.002 2.581 0.0202
H 1.580 0.254 3.528 0.1601
H 2.012 -0.761 2.392 0.1315
O -2.198 1.614 -1.208 -0.0102
H -3.149 1.887 -1.191 0.1439
H -1.859 1.874 -2.098 0.1376
O 1.904 1.334 0.248 -0.0389
H 1.785 1.837 -0.586 0.1100
H 2.872 1.171 0.321 0.1352
O -2.039 -1.057 -0.875 -0.0258
H -2.673 -0.814 -1.584 0.1226
H -1.742 -1.962 -1.091 0.1084
```

Calculated values
* total charge: +3
* HOMO-LUMO gap: 4.6 eV
* E_HOMO: -24.59 eV



Which of them is most stable, and which least? Most stable: entry B; least stable: entry A.



Entry A
Formula: C9H13BrOSi
Source: the Open Molecules 2025 dataset
Level of theory: ωB97M-V/def2-TZVPD

```
25
Properties=species:S:1:pos:R:3:lowdin_charge:R:1
C -0.818 4.339 0.532 -0.0186
C -1.162 3.454 -0.506 -0.0861
C -0.150 3.789 1.669 -0.0856
C -0.836 2.106 -0.433 -0.1036
C 0.187 2.494 1.739 -0.1197
C -0.134 1.602 0.688 -0.2797
C 1.357 -2.874 -1.273 -0.0660
C -1.015 -3.174 -0.509 -0.0161
C -0.051 -2.184 -1.259 -0.4039
O 0.206 -0.875 -0.782 -0.2235
Si 0.592 -0.110 0.574 1.0022
Br 2.858 -4.089 2.030 -0.7183
H -0.979 5.459 0.577 0.1319
H -1.638 3.770 -1.526 0.1459
H 0.191 4.266 2.520 0.0892
H -1.158 1.570 -1.366 0.1277
H 0.704 2.291 2.665 0.1170
H 1.937 -2.809 -0.336 -0.0194
H 1.310 -3.817 -1.659 0.0405
H 2.126 -2.372 -1.971 0.1061
H -1.915 -2.566 -0.440 0.0800
H -0.459 -3.437 0.410 0.0870
H -1.096 -4.092 -1.025 0.0724
H -0.558 -1.889 -2.135 0.1208
H 0.499 -0.852 1.817 0.0199
```

Calculated values
* HOMO-LUMO gap (spin up / spin down): 3.3 / 3.4 eV
* E_HOMO (spin up / spin down): -6.55 / -6.61 eV



Entry B
Formula: C9H13BrOSi
Source: the Open Molecules 2025 dataset
Level of theory: ωB97M-V/def2-TZVPD

```
25
Properties=species:S:1:pos:R:3:lowdin_charge:R:1
C -1.760 3.891 -0.077 -0.0821
C -2.356 2.898 -0.790 -0.0907
C -0.693 3.604 0.736 -0.0698
C -1.994 1.605 -0.605 -0.1285
C -0.252 2.315 0.848 -0.0856
C -0.931 1.257 0.206 -0.3130
C 2.792 -1.918 -0.241 -0.0455
C 0.761 -3.451 -0.128 -0.0971
C 1.386 -2.229 -0.837 -0.4554
O 0.609 -1.052 -0.643 -0.2774
Si -0.404 -0.472 0.429 0.1934
Br -2.273 -1.664 0.491 0.3948
H -2.198 4.799 -0.287 0.0865
H -3.203 3.195 -1.430 0.1237
H -0.257 4.416 1.330 0.1186
H -2.544 0.862 -1.137 0.0813
H 0.510 2.060 1.473 0.0655
H 3.147 -0.924 -0.730 0.1137
H 2.522 -1.501 0.735 0.0557
H 3.379 -2.767 -0.395 0.0550
H 0.739 -3.504 0.954 0.0549
H 1.389 -4.294 -0.470 0.0789
H -0.409 -3.600 -0.372 0.0776
H 1.494 -2.302 -1.962 0.1558
H 0.545 -1.224 2.902 -0.0101
```

Calculated values
* HOMO-LUMO gap (spin up / spin down): 7.9 / 7.5 eV
* E_HOMO (spin up / spin down): -8.43 / -7.96 eV



Which of them is most stable, and which least? Most stable: entry B; least stable: entry A.



Entry A
Formula: C11H11Cl3N4O6SSr
Source: the Open Molecules 2025 dataset
Level of theory: ωB97M-V/def2-TZVPD

```
37
Properties=species:S:1:pos:R:3:lowdin_charge:R:1
Sr 1.218 0.004 0.681 1.3418
O 2.613 -0.709 4.339 -0.2659
Cl 2.352 -0.263 3.012 0.6473
O 3.286 0.742 2.559 -0.3488
O 0.994 0.309 2.907 -0.4883
O 2.413 -1.387 2.063 -0.5269
Cl 1.772 -2.305 -1.174 0.5544
C 1.651 -3.760 -0.131 -0.9344
Cl 0.351 -3.643 1.052 0.5959
H 2.591 -3.861 0.394 0.0323
H 1.454 -4.601 -0.781 0.0265
O 0.187 0.750 -1.183 -0.3414
N -0.950 0.272 -1.490 -0.0236
N -1.439 -0.514 -0.602 -0.2310
O -0.828 -0.787 0.532 -0.3635
C -2.706 -1.156 -0.880 -0.1632
C -3.408 -0.902 -2.050 -0.0248
C -4.617 -1.546 -2.257 -0.0843
C -5.118 -2.436 -1.312 -0.0945
C -4.397 -2.677 -0.154 -0.0761
C -3.186 -2.033 0.070 -0.0180
H -3.007 -0.214 -2.780 0.1052
H -5.174 -1.346 -3.164 0.1024
H -6.065 -2.933 -1.479 0.1002
H -4.775 -3.369 0.587 0.1040
H -2.614 -2.196 0.969 0.1026
S 3.660 0.900 -0.691 0.6823
C 2.959 2.327 -0.198 -0.8188
N 3.542 3.540 -0.502 0.0776
C 2.967 4.734 -0.260 -0.0494
C 1.767 4.786 0.362 -0.0284
C 1.226 3.550 0.754 -0.0687
N 1.785 2.391 0.511 -0.0518
H 4.424 3.480 -0.992 0.1445
H 3.517 5.609 -0.575 0.1367
H 1.265 5.721 0.555 0.1116
H 0.293 3.521 1.308 0.1363
```

Calculated values
* HOMO-LUMO gap: 7.2 eV
* E_HOMO: -8.10 eV



Entry B
Formula: C11H11Cl3N4O6SSr
Source: the Open Molecules 2025 dataset
Level of theory: ωB97M-V/def2-TZVPD

```
37
Properties=species:S:1:pos:R:3:lowdin_charge:R:1
Sr 0.054 -0.365 0.095 1.3394
O -2.013 2.311 1.592 -0.2570
Cl -1.839 1.868 0.274 0.6262
O -2.619 2.609 -0.653 -0.3029
O -0.446 1.945 -0.105 -0.4776
O -2.195 0.459 0.174 -0.5124
Cl -2.017 -2.867 0.759 0.5713
C -1.123 -3.843 -0.418 -0.9678
Cl 0.604 -3.477 -0.339 0.5617
H -1.480 -3.581 -1.411 0.0070
H -1.260 -4.891 -0.178 0.0329
O 2.223 -0.679 0.888 -0.3379
N 2.468 -0.787 2.139 -0.0291
N 1.431 -0.755 2.869 -0.2525
O 0.232 -0.608 2.376 -0.3033
C 1.585 -0.873 4.279 -0.1707
C 0.570 -0.397 5.097 -0.0076
C 0.710 -0.499 6.471 -0.0783
C 1.844 -1.074 7.021 -0.0940
C 2.848 -1.555 6.193 -0.0832
C 2.725 -1.463 4.817 -0.0181
H -0.307 0.040 4.643 0.1139
H -0.074 -0.126 7.116 0.1040
H 1.945 -1.153 8.095 0.1006
H 3.730 -2.013 6.619 0.1030
H 3.495 -1.837 4.160 0.1071
S -0.409 -0.409 -2.901 0.6137
C -2.059 -0.505 -2.693 -0.8629
N -2.803 0.643 -2.845 0.0728
C -4.122 0.699 -2.608 -0.0490
C -4.782 -0.445 -2.262 -0.0222
C -3.996 -1.603 -2.142 -0.1048
N -2.703 -1.641 -2.349 0.0638
H -2.287 1.499 -3.005 0.1420
H -4.582 1.672 -2.694 0.1417
H -5.840 -0.453 -2.064 0.1095
H -4.458 -2.539 -1.846 0.1205
```

Calculated values
* HOMO-LUMO gap: 7.5 eV
* E_HOMO: -8.22 eV



Which of them is most stable, and which least? Most stable: entry B; least stable: entry A.



Entry A
Formula: C3H10NO4
Source: the Open Molecules 2025 dataset
Level of theory: ωB97M-V/def2-TZVPD

```
18
Properties=species:S:1:pos:R:3:lowdin_charge:R:1
O -3.051 0.008 1.103 0.1930
C -2.276 -0.118 0.022 -0.4151
O -2.717 -0.249 -1.137 0.1286
C -0.872 0.200 0.057 0.0195
C 0.342 -0.243 0.942 -0.1501
O -0.193 -0.993 2.022 -0.0187
N -0.314 0.570 -1.245 0.1911
H -3.918 -0.333 0.828 0.1629
H 2.094 1.381 -0.853 0.1762
H 0.724 0.763 1.365 0.1875
H 0.967 -0.945 0.300 0.1527
H -0.671 -0.457 2.642 0.0976
H 0.405 1.261 -1.129 0.0404
H 0.111 -0.242 -1.711 0.1888
H -1.274 0.667 -1.701 0.1762
H 4.343 -0.657 -0.571 0.0572
H 2.911 0.141 -0.525 -0.0646
O 3.387 -0.753 -0.409 -0.1233
```

Calculated values
* total charge: +1
* HOMO-LUMO gap: 4.5 eV
* E_HOMO: -13.28 eV



Entry B
Formula: C3H10NO4
Source: the Open Molecules 2025 dataset
Level of theory: ωB97M-V/def2-TZVPD

```
18
Properties=species:S:1:pos:R:3:lowdin_charge:R:1
O -1.446 0.491 1.802 0.1917
C -0.616 0.984 1.117 -0.4599
O 0.579 1.527 1.472 0.1097
C -0.451 0.790 -0.427 -0.1409
C -1.668 0.037 -0.989 -0.1666
O -1.378 -0.405 -2.321 -0.0511
N 0.652 -0.252 -0.587 0.2123
H 0.682 1.490 2.438 0.1490
H -0.132 1.742 -0.871 0.1737
H -2.570 0.658 -1.028 0.1520
H -1.695 -0.873 -0.376 0.1419
H -1.395 0.370 -2.897 0.1089
H 1.554 0.198 -0.425 0.1608
H 0.622 -1.058 0.034 0.1311
H 0.707 -0.536 -1.574 0.1703
H 2.744 -1.162 1.799 0.0811
H 1.777 -2.439 1.556 0.0688
O 2.033 -1.561 1.276 -0.0329
```

Calculated values
* total charge: +1
* HOMO-LUMO gap: 11.7 eV
* E_HOMO: -15.07 eV



Which of them is most stable, and which least? Most stable: entry B; least stable: entry A.



Entry A
Formula: C2H3IO3
Source: the Open Molecules 2025 dataset
Level of theory: ωB97M-V/def2-TZVPD

```
9
Properties=species:S:1:pos:R:3:lowdin_charge:R:1
C 0.075 0.389 -0.098 -0.7335
C -1.422 -0.057 -0.368 0.0615
O 0.265 1.546 -0.257 0.0972
O 0.493 -0.600 0.416 0.1086
O 2.382 -1.032 0.923 -0.8069
I 3.478 0.430 0.568 1.0259
H -2.023 0.270 0.432 0.0781
H -1.625 0.163 -1.398 0.0923
H -1.623 -1.108 -0.218 0.0768
```

Calculated values
* HOMO-LUMO gap (spin up / spin down): 5.8 / 5.8 eV
* E_HOMO (spin up / spin down): -9.12 / -9.12 eV



Entry B
Formula: C2H3IO3
Source: the Open Molecules 2025 dataset
Level of theory: ωB97M-V/def2-TZVPD

```
9
Properties=species:S:1:pos:R:3:lowdin_charge:R:1
C -0.155 0.463 0.067 -0.7048
C -1.400 -0.400 -0.559 0.0985
O -0.361 1.621 0.184 0.1454
O 0.651 -0.398 0.180 0.0985
O 2.181 -0.155 1.488 -0.8357
I 3.777 0.222 0.575 0.9562
H -1.287 -1.172 0.165 0.0779
H -2.153 0.361 -0.484 0.0809
H -1.254 -0.542 -1.616 0.0831
```

Calculated values
* HOMO-LUMO gap (spin up / spin down): 5.8 / 5.8 eV
* E_HOMO (spin up / spin down): -9.11 / -9.12 eV



Which of them is most stable, and which least? Most stable: entry B; least stable: entry A.